# 1
{
  "formula": "C58H51F2GeIMnNOP3",
  "method": "ωB97M-V/def2-TZVPD",
  "multiplicity": 6,
  "orbital_gap_ev": [6.65, 6.77],
  "de_lowest_kcal_mol": 0.0,
  "largest_force_ha_per_bohr": 0.0497,
  "elements": ["Mn", "F", "Ge", "C", "C", "C", "C", "C", "C", "P", "C", "C", "C", "C", "C", "C", "C", "C", "C", "C", "C", "C", "C", "C", "C", "C", "C", "C", "P", "C", "C", "C", "C", "C", "C", "C", "C", "C", "C", "C", "C", "C", "C", "C", "C", "C", "C", "P", "C", "C", "C", "C", "C", "C", "C", "C", "C", "C", "C", "C", "H", "H", "H", "H", "H", "H", "H", "H", "H", "H", "H", "H", "H", "H", "H", "H", "H", "H", "H", "H", "H", "H", "H", "H", "H", "H", "H", "H", "H", "H", "H", "H", "H", "H", "H", "H", "H", "H", "H", "H", "H", "H", "F", "I", "C", "H", "H", "C", "N", "C", "C", "O", "H", "H", "H", "H", "H", "H", "H"],
  "xyz": [[-7.763, -13.791, 14.915], [-11.048, -16.084, 19.618], [-10.005, -15.271, 18.388], [-8.324, -15.701, 19.283], [-8.587, -16.634, 20.313], [-7.640, -17.022, 21.229], [-6.393, -16.400, 21.238], [-6.075, -15.579, 20.163], [-7.015, -15.257, 19.200], [-6.467, -14.306, 17.749], [-5.192, -15.428, 17.071], [-5.220, -16.784, 17.368], [-4.366, -17.654, 16.738], [-3.342, -17.227, 15.938], [-3.230, -15.875, 15.673], [-4.171, -14.996, 16.226], [-5.517, -12.971, 18.602], [-4.510, -12.268, 17.986], [-3.776, -11.244, 18.606], [-4.088, -10.848, 19.890], [-5.138, -11.514, 20.541], [-5.832, -12.508, 19.907], [-10.871, -15.916, 16.803], [-12.287, -15.876, 16.922], [-13.123, -16.348, 15.943], [-12.498, -16.884, 14.789], [-11.113, -16.904, 14.641], [-10.288, -16.360, 15.651], [-8.487, -16.044, 15.521], [-8.521, -15.716, 9.885], [-7.588, -15.786, 10.926], [-6.522, -16.671, 10.823], [-6.456, -17.557, 9.761], [-7.379, -17.531, 8.747], [-8.438, -16.604, 8.765], [-7.772, -17.694, 15.073], [-7.975, -18.866, 15.809], [-7.177, -20.008, 15.574], [-6.113, -19.936, 14.708], [-5.906, -18.785, 13.975], [-6.746, -17.714, 14.141], [-10.610, -13.404, 18.714], [-11.216, -13.260, 20.020], [-11.825, -12.120, 20.448], [-11.870, -11.016, 19.578], [-11.317, -11.175, 18.312], [-10.678, -12.314, 17.856], [-9.852, -12.158, 16.173], [-11.277, -11.909, 15.003], [-12.510, -12.423, 15.300], [-13.508, -12.439, 14.369], [-13.316, -11.851, 13.134], [-12.090, -11.316, 12.809], [-11.032, -11.408, 13.721], [-9.150, -10.472, 16.406], [-8.144, -10.367, 17.328], [-7.595, -9.117, 17.650], [-8.035, -7.976, 17.005], [-9.022, -8.060, 16.027], [-9.569, -9.318, 15.738], [-9.585, -16.979, 20.408], [-7.956, -17.732, 21.968], [-5.706, -16.711, 22.028], [-5.108, -15.108, 20.078], [-6.018, -17.149, 17.987], [-4.485, -18.736, 16.830], [-2.689, -17.949, 15.510], [-2.401, -15.529, 15.021], [-4.052, -13.970, 15.916], [-4.277, -12.447, 16.940], [-2.940, -10.801, 18.063], [-3.558, -10.059, 20.381], [-5.434, -11.169, 21.541], [-6.608, -12.997, 20.467], [-12.701, -15.504, 17.867], [-14.223, -16.308, 15.977], [-13.161, -17.279, 13.976], [-10.652, -17.270, 13.739], [-7.677, -15.195, 11.874], [-5.759, -16.746, 11.587], [-5.678, -18.290, 9.700], [-7.323, -18.304, 7.992], [-9.162, -16.564, 7.960], [-8.743, -18.911, 16.549], [-7.254, -20.873, 16.194], [-5.469, -20.756, 14.628], [-5.015, -18.759, 13.320], [-6.613, -16.788, 13.571], [-11.174, -14.105, 20.638], [-12.176, -12.130, 21.454], [-12.414, -10.127, 19.894], [-11.362, -10.288, 17.675], [-12.727, -12.906, 16.248], [-14.409, -12.941, 14.607], [-14.155, -11.938, 12.443], [-11.924, -10.854, 11.839], [-10.048, -11.037, 13.507], [-7.782, -11.241, 17.811], [-6.784, -9.114, 18.364], [-7.575, -7.006, 17.191], [-9.383, -7.177, 15.514], [-10.403, -9.330, 15.061], [-5.943, -13.772, 14.185], [-10.650, -14.807, 11.765], [-9.609, -14.719, 9.900], [-9.209, -13.712, 9.838], [-10.404, -14.934, 9.146], [-5.476, -10.594, 11.838], [-6.495, -11.010, 12.780], [-6.344, -10.741, 14.212], [-7.366, -11.925, 12.411], [-8.224, -12.459, 13.132], [-5.520, -9.485, 11.659], [-5.686, -11.049, 10.858], [-4.512, -10.876, 12.228], [-5.979, -9.744, 14.428], [-5.659, -11.506, 14.619], [-7.313, -10.847, 14.694], [-7.324, -12.191, 11.311]]
}


# 2
{
  "formula": "C5H4N2O5S",
  "method": "ωB97M-V/def2-TZVPD",
  "orbital_gap_ev": 8.78,
  "de_lowest_kcal_mol": 36.8,
  "smiles": "O=[N+]([O-])S(=O)(=O)/N=C/c1ccco1",
  "largest_force_ha_per_bohr": 0.1115,
  "elements": ["O", "N", "O", "S", "O", "O", "N", "C", "C", "C", "C", "C", "O", "H", "H", "H", "H"],
  "xyz": [[-4.988, 1.972, 0.195], [-5.201, 0.975, -0.432], [-5.696, 0.859, -1.476], [-4.603, -0.569, 0.326], [-4.367, -0.230, 1.702], [-5.585, -1.463, -0.174], [-2.830, -0.547, -0.562], [-2.000, -0.377, 0.433], [-0.650, -0.170, 0.247], [0.053, -0.158, -0.931], [1.445, 0.135, -0.552], [1.418, 0.091, 0.849], [0.184, 0.001, 1.337], [-2.279, -0.316, 1.421], [-0.250, -0.427, -1.897], [2.254, 0.201, -1.152], [2.181, 0.381, 1.525]]
}


# 3
{
  "formula": "C4H8S3",
  "method": "ωB97M-V/def2-TZVPD",
  "orbital_gap_ev": 9.63,
  "de_lowest_kcal_mol": 17.8,
  "smiles": "S[C@H]1[C@H](S)C[C@@H]1S",
  "largest_force_ha_per_bohr": 0.0363,
  "elements": ["S", "C", "C", "S", "C", "C", "S", "H", "H", "H", "H", "H", "H", "H", "H"],
  "xyz": [[-1.369, -1.931, -0.347], [-0.042, -0.761, -0.111], [-0.160, 0.391, -1.087], [0.821, 0.289, -2.617], [0.332, 1.397, -0.052], [-0.099, 0.342, 0.998], [1.157, 0.334, 2.316], [-1.225, -2.610, 0.786], [0.957, -1.266, -0.116], [-1.187, 0.535, -1.318], [0.094, -0.675, -3.196], [-0.080, 2.408, 0.080], [1.413, 1.430, 0.051], [-1.112, 0.510, 1.306], [0.501, -0.392, 3.308]]
}


# 4
{
  "formula": "C44H104N12O12",
  "method": "ωB97M-V/def2-TZVPD",
  "orbital_gap_ev": 8.33,
  "de_lowest_kcal_mol": 17.0,
  "smiles": "CC1(C)CCCC(C)(C)N1O.CC1(C)CCCC(C)(C)N1O.CC1(C)CCCC(C)(C)N1O.CC1(C)CCCC(C)(C)N1O.NC(N)=O.NC(N)=O.NC(N)=O.NC(N)=O.OCCO.OCCO",
  "largest_force_ha_per_bohr": 0.0475,
  "elements": ["C", "C", "C", "C", "C", "C", "C", "C", "C", "N", "O", "H", "H", "H", "H", "H", "H", "H", "H", "H", "H", "H", "H", "H", "H", "H", "H", "H", "H", "H", "C", "C", "C", "C", "C", "C", "C", "C", "C", "N", "O", "H", "H", "H", "H", "H", "H", "H", "H", "H", "H", "H", "H", "H", "H", "H", "H", "H", "H", "H", "C", "C", "C", "C", "C", "C", "C", "C", "C", "N", "O", "H", "H", "H", "H", "H", "H", "H", "H", "H", "H", "H", "H", "H", "H", "H", "H", "H", "H", "H", "C", "C", "C", "C", "C", "C", "C", "C", "C", "N", "O", "H", "H", "H", "H", "H", "H", "H", "H", "H", "H", "H", "H", "H", "H", "H", "H", "H", "H", "H", "N", "C", "N", "O", "H", "H", "H", "H", "N", "C", "N", "O", "H", "H", "H", "H", "N", "C", "N", "O", "H", "H", "H", "H", "N", "C", "N", "O", "H", "H", "H", "H", "O", "C", "C", "O", "H", "H", "H", "H", "H", "H", "O", "C", "C", "O", "H", "H", "H", "H", "H", "H"],
  "xyz": [[2.436, 1.682, -1.766], [1.693, 0.665, -0.883], [0.238, 0.563, -1.378], [2.318, -0.708, -1.097], [2.044, -1.657, 0.089], [2.575, -1.035, 1.387], [1.837, 0.292, 1.707], [0.421, -0.114, 2.152], [2.528, 1.037, 2.827], [1.772, 1.115, 0.504], [0.999, 2.265, 0.731], [3.485, 1.718, -1.459], [2.538, 1.351, -2.802], [1.966, 2.659, -1.692], [-0.269, -0.375, -1.123], [-0.391, 1.426, -1.179], [0.257, 0.422, -2.468], [1.860, -1.303, -1.889], [3.399, -0.623, -1.219], [0.986, -1.907, 0.130], [2.715, -2.513, -0.012], [3.633, -0.770, 1.307], [2.375, -1.713, 2.214], [0.386, -1.028, 2.749], [-0.275, -0.255, 1.320], [-0.055, 0.659, 2.761], [2.486, 0.456, 3.757], [2.128, 2.013, 3.096], [3.616, 1.087, 2.712], [1.595, 2.987, 0.473], [-4.540, 3.795, -2.436], [-3.872, 3.907, -1.047], [-4.407, 2.947, 0.014], [-2.386, 3.518, -1.319], [-1.435, 4.051, -0.231], [-1.640, 5.552, -0.116], [-3.037, 5.983, 0.288], [-3.364, 5.591, 1.735], [-3.167, 7.487, 0.110], [-3.908, 5.343, -0.719], [-5.266, 5.791, -0.617], [-4.418, 4.598, -3.162], [-4.182, 2.911, -2.966], [-5.614, 3.715, -2.234], [-3.954, 3.153, 0.980], [-5.446, 3.268, 0.189], [-4.465, 1.922, -0.341], [-2.286, 2.439, -1.444], [-2.065, 3.948, -2.273], [-1.588, 3.465, 0.674], [-0.487, 3.783, -0.702], [-1.227, 6.048, -0.994], [-0.977, 5.887, 0.697], [-2.705, 6.134, 2.429], [-2.997, 4.606, 2.049], [-4.413, 5.699, 1.998], [-4.189, 7.859, 0.155], [-2.859, 7.722, -0.915], [-2.515, 8.074, 0.756], [-5.365, 6.196, -1.485], [0.682, -6.290, 3.515], [0.600, -4.758, 3.531], [1.937, -4.085, 3.946], [0.336, -4.202, 2.112], [-1.137, -4.138, 1.717], [-1.923, -3.398, 2.796], [-1.775, -4.070, 4.157], [-2.433, -3.153, 5.212], [-2.508, -5.429, 4.168], [-0.350, -4.190, 4.497], [-0.124, -4.654, 5.820], [0.786, -6.737, 2.530], [1.537, -6.616, 4.117], [-0.129, -6.759, 4.077], [2.869, -4.322, 3.432], [1.753, -3.015, 4.014], [2.135, -4.408, 4.975], [0.759, -3.199, 2.036], [0.850, -4.738, 1.311], [-1.243, -3.585, 0.780], [-1.545, -5.143, 1.599], [-2.963, -3.322, 2.473], [-1.519, -2.391, 2.937], [-3.521, -3.192, 5.128], [-2.218, -2.090, 5.092], [-2.118, -3.514, 6.189], [-2.537, -5.919, 3.196], [-3.571, -5.315, 4.412], [-2.227, -6.156, 4.935], [-0.489, -5.552, 5.734], [0.488, -4.519, -6.097], [1.085, -5.681, -5.337], [0.857, -7.002, -6.078], [2.638, -5.496, -5.366], [3.063, -4.472, -4.323], [2.557, -4.918, -2.957], [1.024, -4.995, -2.870], [0.630, -5.681, -1.562], [0.394, -3.573, -2.839], [0.571, -5.875, -3.957], [-0.832, -5.995, -3.985], [1.047, -4.201, -6.982], [-0.520, -4.746, -6.457], [0.533, -3.553, -5.583], [1.436, -7.815, -5.651], [-0.208, -7.256, -6.042], [0.998, -6.906, -7.158], [3.183, -6.421, -5.188], [2.878, -5.009, -6.311], [4.146, -4.369, -4.206], [2.697, -3.475, -4.581], [2.926, -4.136, -2.285], [2.937, -5.883, -2.615], [0.964, -5.147, -0.664], [0.888, -6.736, -1.492], [-0.446, -5.573, -1.378], [-0.517, -3.529, -3.436], [1.112, -2.850, -3.235], [0.198, -3.270, -1.811], [-1.167, -5.324, -4.601], [-4.261, 2.764, 3.719], [-3.427, 1.746, 3.293], [-4.114, 0.598, 3.007], [-2.209, 1.809, 3.249], [-5.218, 2.668, 3.442], [-3.788, 3.581, 4.051], [-3.572, -0.162, 2.633], [-5.094, 0.460, 3.157], [0.183, 5.814, 4.454], [0.550, 5.161, 3.305], [-0.139, 4.028, 3.000], [1.477, 5.528, 2.578], [-0.696, 5.493, 4.814], [0.542, 6.749, 4.533], [-1.009, 3.709, 3.382], [0.350, 3.573, 2.245], [1.118, 0.502, -5.496], [1.134, -0.653, -6.228], [2.343, -1.257, -6.381], [0.105, -1.115, -6.724], [0.291, 1.072, -5.549], [1.849, 0.752, -4.858], [2.142, -1.979, -7.063], [3.229, -0.851, -6.157], [-2.089, 0.085, -3.946], [-2.732, 0.618, -5.041], [-2.380, -0.044, -6.182], [-3.375, 1.657, -5.063], [-1.722, -0.842, -4.053], [-2.089, 0.545, -3.055], [-2.917, 0.205, -6.994], [-1.585, -0.671, -6.290], [1.952, 5.230, -0.042], [2.520, 6.399, -0.639], [3.015, 5.966, -1.995], [2.025, 5.348, -2.782], [1.641, 5.429, 0.866], [1.772, 7.200, -0.661], [3.324, 6.721, 0.032], [3.843, 5.266, -1.821], [3.447, 6.800, -2.548], [1.678, 4.597, -2.291], [4.093, 1.271, 7.090], [3.851, 1.925, 5.874], [4.879, 3.039, 5.606], [4.959, 4.061, 6.582], [3.397, 0.669, 7.357], [4.017, 1.269, 5.014], [2.850, 2.362, 5.824], [4.475, 3.576, 4.742], [5.830, 2.581, 5.321], [5.539, 3.712, 7.268]]
}